Below is a 8-piece molecular cluster, C66H69ClF3I2O32P2 overall, with properties calculated with wB97M-V/def2-TZVPD.

orbital gap = 4.342 eV
LUMO energy = -0.6 eV
E_HOMO = -4.9 eV
energy = -190529.7521 eV
strongest force on any atom = 2.475 eV Å⁻¹
charge = -1

```
175
Properties=species:S:1:pos:R:3:forces:R:3
C -4.452 -2.003 -1.887 -0.4057 -0.3516 -0.1190
C -3.479 -1.389 -2.219 0.0852 0.7810 0.7433
C -2.427 -0.386 -2.375 -0.0400 -0.4176 -0.5654
C -0.959 -0.734 -1.956 0.2015 -0.2222 -0.9105
C -0.118 0.096 -3.035 -0.1620 0.0501 0.4037
I -0.096 -0.990 -4.902 0.3689 -0.4124 0.1932
C -0.464 1.595 -3.333 0.4815 -0.0672 0.0410
C -1.064 2.457 -2.237 -0.0414 0.7248 -0.3824
I -1.587 2.062 -5.152 -0.2011 0.3728 0.2148
O -0.613 -2.080 -2.181 -0.5154 0.5822 0.1050
P -0.186 -3.154 -0.886 0.4149 -0.1275 0.4147
C -0.144 -4.610 -2.130 0.4936 0.0698 -0.5085
O -0.939 -4.402 -3.343 -0.0119 -0.7242 -0.3512
C -0.674 -5.239 -4.341 -0.3886 0.1892 -0.0776
F -1.662 -5.142 -5.284 0.8264 -0.0994 0.7679
F 0.504 -4.958 -4.987 -0.5530 -0.2321 0.3172
F -0.597 -6.554 -3.977 -0.0171 0.7095 -0.2432
C -2.050 -3.557 -0.289 -0.7710 -0.7934 0.3986
C -2.818 -4.636 -0.947 -0.1592 0.4537 -0.2719
O -3.447 -4.653 -1.945 0.0095 -0.2096 0.0582
Cl -2.820 -6.269 0.013 0.0689 -0.0241 0.0825
C 1.720 -3.016 -0.962 0.2392 0.4685 0.1029
C 2.350 -2.416 0.302 0.4996 -0.6465 -0.2270
C 2.373 -2.454 -2.217 0.8021 -1.3925 -0.3120
C 3.696 -3.190 -2.551 -0.3206 -0.0940 -0.0896
O -0.355 -1.780 0.173 0.0418 0.2734 -0.7351
C -0.703 -0.501 -0.398 0.4895 -1.4575 1.2471
C -1.996 -0.171 0.430 0.2290 0.7334 -0.2120
C -2.507 1.279 0.578 -0.5971 -0.0083 0.5325
C -2.418 1.859 2.020 -0.0270 0.2003 -0.3426
C -1.655 3.193 2.105 -0.1032 0.1888 0.0111
P 0.570 0.726 0.283 -1.4364 1.9625 -0.4582
C 1.060 0.202 1.976 0.4433 -0.2502 0.2037
C 2.574 0.221 2.299 -0.3922 0.1924 0.1778
C 2.028 1.287 -0.677 1.4507 -0.0739 0.2935
C 2.553 2.625 -0.060 -0.5426 -0.2711 0.2181
H -5.237 -2.652 -1.563 0.1786 0.1254 -0.1686
H -2.431 -0.135 -3.442 0.1428 -0.0508 0.1205
H -2.719 0.532 -1.863 -0.1545 -0.2274 0.0615
H 0.938 0.070 -2.774 -0.0748 -0.0928 0.1150
H 0.487 2.068 -3.585 -0.0030 -0.1927 -0.1413
H -2.140 2.334 -2.125 0.1692 -0.1500 0.0920
H -0.540 2.344 -1.286 -0.0690 -0.2447 0.0089
H -0.933 3.502 -2.540 0.0154 -0.0805 0.0348
H 0.137 -4.067 0.169 -0.1477 0.2279 0.2145
H -0.438 -5.546 -1.647 -0.3170 0.1520 0.0516
H 0.880 -4.768 -2.482 -0.0067 0.1278 0.1512
H -2.701 -2.689 -0.268 0.1121 -0.0181 -0.4376
H -1.927 -3.856 0.752 0.2795 0.0857 -0.1098
H 2.023 -4.069 -0.901 -0.3448 -0.1219 -0.1967
H 2.593 -1.364 0.176 -0.3395 0.1192 0.1811
H 1.743 -2.599 1.191 -0.0928 0.2485 -0.0349
H 3.315 -2.913 0.488 -0.0133 0.1330 0.0014
H 2.649 -1.419 -2.102 -0.4095 0.7100 -0.1436
H 1.725 -2.630 -3.077 -0.1126 0.4723 0.0200
H 4.485 -2.977 -1.825 0.0234 0.0541 -0.0945
H 4.031 -2.947 -3.565 0.1609 0.1684 0.1855
H 3.533 -4.273 -2.548 -0.0198 0.0344 0.0642
H -1.758 -0.548 1.425 -0.0710 -0.0751 -0.0080
H -2.820 -0.769 0.047 0.2000 -0.2069 0.0388
H -3.574 1.274 0.321 0.0940 -0.0228 -0.1546
H -2.043 1.988 -0.094 0.1321 -0.1719 0.0193
H -2.019 1.111 2.708 0.1550 0.0428 -0.0715
H -3.438 2.063 2.358 0.0481 -0.1605 0.1412
H -1.016 3.279 2.988 -0.0321 -0.1006 -0.0068
H -2.371 4.012 2.159 0.0421 0.0841 0.0161
H -1.033 3.379 1.227 0.1085 -0.2450 0.0464
H 0.630 -0.775 2.203 0.0649 -0.0456 -0.3028
H 0.565 0.906 2.649 -0.0730 -0.0267 -0.0931
H 3.210 0.264 1.417 -0.0054 -0.2164 0.0447
H 2.810 1.105 2.896 0.0438 -0.0637 0.0139
H 2.823 -0.665 2.880 0.2216 0.0525 -0.0977
H 2.891 0.608 -0.689 -0.2188 -0.2140 -0.1397
H 1.813 1.483 -1.721 -0.3971 -0.1944 -0.0174
H 2.453 3.450 -0.768 0.1541 -0.0420 -0.0047
H 1.948 2.898 0.810 0.0758 0.0369 -0.0110
H 3.585 2.535 0.279 0.0224 0.0651 -0.1513
C 5.305 3.001 -6.133 0.1525 0.0858 -0.0403
C 4.286 2.338 -5.565 -0.1586 0.0961 -0.2252
C 4.499 1.395 -4.408 0.1705 -0.1362 0.1869
O 3.515 0.861 -3.937 -0.1850 0.0386 0.0138
C 5.851 1.178 -3.923 -0.0754 -0.0647 0.0654
C 6.865 1.838 -4.497 0.0888 -0.1451 0.1830
C 6.651 2.804 -5.633 -0.2667 0.1319 -0.2085
O 7.636 3.370 -6.076 0.1036 -0.0651 0.0764
O 8.134 1.707 -4.121 -0.0738 0.0595 -0.0707
O 3.028 2.450 -5.966 0.1499 -0.0576 0.1484
H 5.166 3.682 -6.961 -0.0278 -0.0046 0.0037
H 5.991 0.484 -3.106 0.0114 0.0110 -0.0151
H 8.647 2.301 -4.703 -0.0256 0.0257 -0.0260
H 2.496 1.850 -5.404 -0.0174 -0.0394 -0.0413
C -5.352 -2.811 -9.092 -0.1094 -0.0964 -0.0527
C -4.377 -1.943 -8.793 -0.1967 0.1275 -0.0868
C -3.108 -2.371 -8.101 0.1238 -0.3640 0.2216
O -2.277 -1.508 -7.893 0.0098 0.1652 -0.1027
C -2.958 -3.764 -7.723 0.1665 0.1377 -0.0423
C -3.935 -4.631 -8.019 0.1633 -0.0959 0.1339
C -5.192 -4.209 -8.735 -0.1314 0.2458 -0.0885
O -6.018 -5.072 -8.979 0.0530 -0.0938 0.0421
O -3.886 -5.924 -7.713 -0.0600 0.0804 -0.0962
O -4.434 -0.646 -9.076 0.0661 -0.0768 0.0221
H -6.264 -2.516 -9.590 0.0072 0.0182 0.0013
H -2.054 -4.057 -7.206 -0.0845 0.0113 -0.0189
H -4.720 -6.311 -8.039 -0.0209 0.0273 0.0028
H -3.595 -0.266 -8.743 0.0248 -0.0343 0.0383
C 8.146 -1.452 4.506 0.0974 -0.0441 0.0995
C 7.239 -1.060 3.600 0.1680 0.1758 0.0232
C 6.050 -1.913 3.243 -0.1762 -0.3810 0.0845
O 5.269 -1.471 2.424 0.1578 0.1681 -0.0733
C 5.902 -3.207 3.888 -0.1149 0.0429 -0.1209
C 6.811 -3.597 4.790 -0.1696 -0.1457 -0.0427
C 7.988 -2.735 5.165 0.1185 0.2567 -0.0692
O 8.753 -3.169 6.009 -0.0437 -0.1097 0.0148
O 6.756 -4.764 5.429 0.0620 0.0903 0.0078
O 7.302 0.095 2.949 -0.0650 -0.0989 0.0164
H 9.002 -0.848 4.772 -0.0108 0.0170 -0.0087
H 5.052 -3.816 3.613 0.0068 -0.0244 0.0491
H 7.532 -4.784 6.022 0.0147 0.0337 -0.0016
H 6.518 0.117 2.364 -0.0317 -0.0304 0.0114
C -9.302 -4.681 -2.437 -0.1905 0.0077 -0.0165
C -7.998 -4.692 -2.115 0.0472 -0.0986 -0.3066
C -7.515 -4.294 -0.742 -0.1729 0.0268 0.1353
O -6.319 -4.356 -0.551 0.1087 0.0623 0.1342
C -8.493 -3.866 0.245 0.1657 -0.0112 0.0458
C -9.790 -3.855 -0.084 0.0216 0.0765 0.2193
C -10.276 -4.275 -1.447 0.1377 -0.1163 -0.3337
O -11.481 -4.245 -1.639 -0.0510 0.0571 0.1268
O -10.759 -3.480 0.749 0.0341 -0.0425 -0.0964
O -7.041 -5.047 -2.957 -0.0676 0.0787 0.2273
H -9.661 -4.966 -3.416 0.0277 -0.0097 -0.0070
H -8.134 -3.569 1.220 -0.0161 -0.0017 0.0032
H -11.591 -3.576 0.246 0.0047 -0.0216 -0.0512
H -6.185 -4.971 -2.481 0.0266 -0.0284 -0.0335
C -2.841 8.163 6.017 0.0119 0.1588 0.0444
C -3.228 6.951 5.594 -0.0262 -0.0060 0.2513
C -3.139 6.545 4.145 0.1084 0.0951 -0.3000
O -3.499 5.420 3.860 -0.1354 0.0123 0.1668
C -2.638 7.512 3.184 -0.0413 -0.1174 -0.0503
C -2.255 8.722 3.607 0.0298 -0.0226 -0.1955
C -2.322 9.118 5.060 -0.0629 -0.1724 0.3062
O -1.933 10.233 5.365 0.0000 0.1562 -0.3000
O -1.791 9.666 2.791 -0.0117 -0.0270 0.1348
O -3.711 6.015 6.399 0.0352 0.0376 -0.1352
H -2.895 8.464 7.053 0.0156 -0.0234 0.0051
H -2.592 7.216 2.145 0.0201 0.0149 -0.0009
H -1.597 10.441 3.348 -0.0328 0.0032 0.0027
H -3.901 5.241 5.832 0.0205 -0.0014 -0.0263
C 1.907 13.277 6.650 0.0854 0.1088 0.0521
C 1.158 12.209 6.334 -0.0600 0.1387 -0.1727
C 1.271 10.908 7.097 0.1229 -0.1052 0.1913
O 0.554 9.986 6.767 0.0416 0.0411 -0.1452
C 2.235 10.829 8.184 -0.0682 -0.0609 -0.0155
C 2.978 11.899 8.492 0.0552 -0.2004 0.1490
C 2.850 13.199 7.746 -0.1504 0.1421 -0.2417
O 3.559 14.122 8.110 0.0674 -0.0569 0.0845
O 3.882 11.911 9.468 -0.0457 0.0678 -0.0719
O 0.281 12.231 5.338 0.0943 -0.1419 0.0516
H 1.835 14.213 6.113 -0.0299 -0.0106 -0.0159
H 2.319 9.891 8.715 0.0034 0.0055 0.0081
H 4.265 12.810 9.468 -0.0203 0.0210 -0.0261
H -0.170 11.365 5.286 -0.0773 -0.0283 0.2861
C 1.919 -5.937 2.584 -0.0575 0.0872 -0.0955
C 2.646 -6.427 3.594 0.0656 0.2165 -0.0520
C 2.474 -7.835 4.097 -0.1897 -0.2729 -0.0568
O 3.198 -8.193 5.012 0.0589 0.1142 0.0275
C 1.470 -8.677 3.479 0.1058 -0.0510 0.1177
C 0.734 -8.192 2.467 -0.1344 -0.2555 0.0587
C 0.924 -6.791 1.946 0.2353 0.3473 0.0813
O 0.231 -6.451 1.014 0.0007 -0.2071 -0.0942
O -0.210 -8.880 1.843 0.0939 0.1351 0.0036
O 3.583 -5.726 4.239 -0.0670 -0.1160 -0.0216
H 2.035 -4.929 2.207 -0.0048 -0.0091 -0.0090
H 1.345 -9.681 3.861 -0.0111 -0.0043 -0.0184
H -0.584 -8.279 1.163 -0.0139 0.0320 0.0121
H 3.950 -6.330 4.914 0.0193 -0.0150 -0.0096
```
Positions in Å, forces in eV/Å.